Record 1
The following is a DFT calculation (the ωB97M-V functional and the def2-TZVPD basis) of a structure of composition C13H29B3Br2NO8P at a distorted geometry.

Each line ends with the natural charge from an NBO analysis.
Cartesian coordinates (Å):
C -2.74254 6.84330 -0.59417  -0.68
C -3.47600 5.82742 -1.57101  0.03
Br -5.39107 6.10727 -1.84159  0.08
C -2.81843 4.78858 -2.21156  -0.49
Br -0.85715 4.69416 -1.85850  0.04
B -3.44167 3.68346 -3.17443  1.18
O -2.50368 2.80326 -3.84389  -0.88
B -2.73432 1.54716 -3.18443  1.31
O -1.83708 0.47526 -3.36365  -0.70
C -1.71644 -0.35257 -2.19632  -0.10
C -0.86940 0.27820 -1.01599  0.06
C 0.68046 -0.09347 -1.14698  -0.65
O -1.37269 -0.25754 0.23440  -0.71
O -3.87555 1.43404 -2.30315  -0.92
B -5.02070 2.11246 -2.83353  0.79
P -6.73446 1.26220 -2.75662  0.77
C -7.60621 1.58317 -1.11817  -0.93
O -6.36075 -0.43022 -2.76784  -0.93
O -4.81786 3.41380 -3.42021  -0.88
H -2.23430 6.20514 0.18600  0.25
H -3.51969 7.44920 -0.04485  0.24
H -1.98243 7.46797 -1.13201  0.25
H -1.15427 -1.28342 -2.53030  0.18
H -2.70792 -0.74663 -1.80749  0.20
H -0.93617 1.39551 -0.92676  0.19
H 1.26302 0.86435 -1.05131  0.22
H 0.89237 -0.64428 -2.10222  0.21
H 0.91590 -0.76011 -0.26805  0.24
H -1.34768 -1.22270 0.12247  0.45
H -7.23658 2.47408 -0.54527  0.25
H -7.51481 0.63021 -0.50734  0.23
H -8.70667 1.71861 -1.31193  0.24
H -6.22936 -0.63258 -1.82114  0.47
C 6.46623 -1.88738 3.90515  -0.25
O 6.39833 -2.92926 2.94499  -0.56
C 5.73439 -4.09607 3.42916  -0.07
C 4.42183 -4.30764 2.68434  -0.24
N 3.43994 -3.28611 3.04665  -0.62
C 2.25231 -3.28209 2.19204  -0.25
C 2.44864 -2.92078 0.71431  -0.08
O 2.84435 -1.57306 0.49770  -0.55
C 4.24467 -1.34972 0.56446  -0.24
H 7.08731 -1.09077 3.49407  0.19
H 5.47244 -1.47820 4.11009  0.16
H 6.92260 -2.23988 4.83474  0.17
H 5.57872 -4.05954 4.51193  0.18
H 6.39359 -4.94337 3.21971  0.18
H 4.01973 -5.29497 2.93380  0.19
H 4.63925 -4.28523 1.61066  0.17
H 3.87779 -2.37453 2.98659  0.35
H 1.56050 -2.55301 2.62487  0.21
H 1.76252 -4.25874 2.26101  0.19
H 1.47258 -3.02285 0.22743  0.18
H 3.11702 -3.61452 0.19350  0.17
H 4.82167 -2.21483 0.22918  0.18
H 4.53768 -1.06721 1.57797  0.16
H 4.48005 -0.50550 -0.08648  0.19

The electronic energy is -183228.998 eV. The HOMO energy is -8.463 eV. As for the total charge: 0. The multiplicity is 1.


Record 2
The following is a DFT calculation (the ωB97M-V functional and the def2-TZVPD basis) of a cluster of 3 separate species, C13H29B3O6 in total at a distorted geometry.

Each line ends with the natural charge from an NBO analysis.
Cartesian coordinates (Å):
C -0.56793 -0.51980 0.25222  -0.64
C 0.30916 0.89959 0.20848  -0.22
C 0.61659 1.31223 -1.34701  -0.66
C -0.29362 2.08541 1.15271  -0.42
C -1.56341 2.91809 0.55685  -0.24
C -1.14163 4.09590 -0.55348  -0.64
C -2.79992 2.01337 -0.02431  -0.09
O -4.00190 2.88047 -0.02038  -0.76
B -5.24070 2.09968 -0.20630  1.37
O -5.96870 2.28218 -1.49133  -0.91
B -5.96674 0.94326 -2.12315  0.99
O -6.43918 -0.20886 -1.32835  -0.91
B -5.90060 -0.16318 0.06362  1.00
O -5.81617 1.15544 0.78285  -0.91
H 0.14463 -1.34346 -0.23548  0.22
H -1.51040 -0.46034 -0.47253  0.19
H -0.83611 -0.86402 1.33808  0.24
H 1.36564 0.60255 0.68140  0.20
H -0.31948 1.20913 -2.07294  0.21
H 1.01429 2.43596 -1.37141  0.21
H 1.53900 0.65193 -1.70670  0.25
H 0.57416 2.87702 1.36062  0.21
H -0.57766 1.62005 2.20661  0.22
H -2.01499 3.53824 1.47208  0.22
H 0.03873 4.26425 -0.52390  0.21
H -1.74556 5.08802 -0.40710  0.23
H -1.36368 3.68870 -1.65363  0.21
H -2.63317 1.60232 -1.10916  0.18
H -2.93637 1.05162 0.66651  0.19
H -5.63085 0.89510 -3.26938  -0.09
H -5.54975 -1.16419 0.62101  -0.09
C 4.92444 0.00965 -2.54173  -0.72
C 4.14955 -1.21488 -2.13433  0.59
C 4.93642 -2.41059 -1.66823  -0.72
O 2.92070 -1.23762 -2.18053  -0.55
H 4.22639 0.79312 -2.85517  0.24
H 5.50754 0.37926 -1.69445  0.23
H 5.58224 -0.22918 -3.38124  0.23
H 5.52000 -2.14881 -0.78204  0.23
H 5.59469 -2.75726 -2.46883  0.23
H 4.24619 -3.21971 -1.40692  0.24
C 2.74634 -3.09999 2.24931  -0.72
C 1.33609 -3.14940 2.77341  0.60
C 1.01101 -4.20973 3.79133  -0.72
O 0.48221 -2.35401 2.38487  -0.55
H 2.83498 -2.28557 1.52253  0.24
H 3.44182 -2.91248 3.07129  0.23
H 2.99078 -4.04159 1.75118  0.23
H 1.62913 -4.07163 4.68199  0.23
H 1.17810 -5.20074 3.36188  0.23
H -0.04228 -4.12552 4.07920  0.24

The electronic energy is -28268.006 eV. The HOMO energy is -9.828 eV. The SMILES is CC(C)C[C@@H](C)COB1OBOBO1.CC(C)=O.CC(C)=O. As for the total charge: 0. The multiplicity is 1.


Record 3
The following is a DFT calculation (the ωB97M-V functional and the def2-TZVPD basis) of a cluster of 3 separate species, C13H29BCl3N2O4 in total at a distorted geometry.

Each line ends with the natural charge from an NBO analysis.
Cartesian coordinates (Å):
C 1.68028 2.15811 0.98746  -0.67
C 2.21587 0.82571 0.58723  0.00
Cl 3.88697 0.48712 1.01873  -0.05
C 1.51060 -0.05911 -0.04864  -0.05
Cl 2.27498 -1.58473 -0.48760  -0.04
C 0.05541 0.05299 -0.46296  0.00
O -0.91618 -0.09571 0.51912  -0.69
B -1.55465 1.26076 0.59522  0.42
O -1.12661 2.02409 -0.60174  -0.71
C -0.36870 1.20910 -1.42112  0.15
Cl -1.58928 0.61973 -2.67817  -0.18
H 1.12773 2.56944 0.15172  0.24
H 1.03505 2.08038 1.85340  0.26
H 2.47570 2.86820 1.19956  0.21
H -0.08961 -0.84765 -1.07849  0.20
H -2.71867 1.16335 0.88566  -0.12
H -1.01697 1.81447 1.56768  -0.17
H 0.41763 1.78388 -1.89668  0.18
C 4.67006 -5.95925 -2.10929  -0.61
C 4.92945 -4.61114 -1.44191  -0.08
C 6.06176 -4.64848 -0.40247  -0.07
O 5.71424 -5.24203 0.83568  -0.54
C 5.76105 -6.65429 0.85734  -0.25
N 3.67512 -4.11541 -0.87252  -0.82
H 4.12067 -6.64199 -1.46125  0.20
H 4.07025 -5.82261 -3.00945  0.22
H 5.60600 -6.44270 -2.40194  0.19
H 5.23998 -3.91497 -2.22737  0.19
H 6.32959 -3.61631 -0.16271  0.19
H 6.96492 -5.12181 -0.81313  0.15
H 6.56399 -7.04499 0.22466  0.16
H 4.80313 -7.08158 0.55102  0.17
H 5.94707 -6.96381 1.88651  0.18
H 3.82463 -3.17313 -0.52159  0.36
H 3.48591 -4.65894 -0.03320  0.35
C -5.36610 4.91054 2.11951  -0.61
C -4.51892 4.55423 0.89978  -0.08
C -5.24928 4.77653 -0.43624  -0.07
O -6.21291 3.78964 -0.76334  -0.54
C -7.46975 3.95423 -0.14387  -0.24
N -4.03137 3.18250 1.04649  -0.81
H -6.11062 4.14597 2.34227  0.20
H -4.73144 5.00372 3.00139  0.22
H -5.88486 5.86386 1.97885  0.19
H -3.64960 5.21992 0.90201  0.19
H -4.50512 4.72906 -1.23476  0.19
H -5.70115 5.77904 -0.48353  0.15
H -7.72948 5.01097 -0.02225  0.16
H -7.49670 3.44979 0.82552  0.17
H -8.21887 3.48310 -0.78252  0.18
H -3.37894 2.97416 0.29580  0.39
H -4.81225 2.55604 0.86613  0.35

The electronic energy is -63365.794 eV. The HOMO energy is -4.077 eV. As for the total charge: -1. The multiplicity is 1.


Record 4
The following is a DFT calculation (the ωB97M-V functional and the def2-TZVPD basis) of a structure of composition C13H29Br2F6LiNO5S2Si3.

Each line ends with the natural charge from an NBO analysis.
Cartesian coordinates (Å):
Li 0.14900 0.67332 -0.01499  0.86
C 3.32809 0.91541 0.61001  -0.23
O 2.12370 0.32089 0.19266  -0.97
Si 1.87372 -1.29867 -0.26154  1.99
C 3.18257 -2.34480 0.60617  -1.17
C 2.33724 -1.33745 -2.08580  -1.16
C 0.13168 -1.54782 0.11446  -2.11
Si -0.78945 -2.58381 -1.06987  1.76
C -2.51879 -3.09097 -0.49159  -1.12
C -1.04503 -1.75882 -2.75783  -1.13
C 0.05081 -4.25107 -1.42114  -1.13
Si -0.21573 -1.77859 1.89179  1.74
C 0.06526 -3.54582 2.51663  -1.13
C -1.97669 -1.32843 2.41696  -1.13
C 0.84488 -0.66724 2.99982  -1.12
H 3.82593 0.30710 1.37061  0.17
H 3.10312 1.89312 1.03792  0.20
H 4.01586 1.05385 -0.23035  0.17
H 4.19652 -2.03736 0.33526  0.23
H 3.05415 -3.38057 0.27788  0.24
H 3.09889 -2.33534 1.69346  0.23
H 3.37563 -1.01291 -2.20423  0.23
H 1.70698 -0.65130 -2.65418  0.24
H 2.24807 -2.32997 -2.53299  0.23
H -3.17628 -2.22696 -0.36681  0.22
H -2.50431 -3.65312 0.44449  0.22
H -2.96203 -3.73320 -1.25839  0.22
H -1.07273 -0.67118 -2.66526  0.24
H -1.99235 -2.07830 -3.20177  0.22
H -0.24826 -2.01507 -3.45948  0.22
H 0.12876 -4.83734 -0.50164  0.22
H 1.06200 -4.12651 -1.81805  0.22
H -0.52106 -4.83771 -2.14732  0.22
H -0.59440 -4.25611 2.01122  0.22
H -0.11953 -3.62416 3.59228  0.22
H 1.09426 -3.86105 2.32438  0.23
H -2.73714 -1.87440 1.85741  0.23
H -2.14166 -0.25681 2.27906  0.22
H -2.11951 -1.54632 3.47942  0.22
H 1.91508 -0.86166 2.91533  0.22
H 0.55903 -0.83705 4.04268  0.22
H 0.68942 0.39373 2.78560  0.23
Br -3.17685 2.35940 1.08124  0.08
C -4.13968 0.85689 0.36433  -0.54
Br -3.76506 0.55549 -1.50387  0.04
H -5.19968 1.05106 0.46089  0.22
H -3.83871 -0.03162 0.90443  0.23
F 2.54516 4.26939 -0.51404  -0.31
C 1.77530 3.65585 -1.41272  0.73
F 1.55469 4.48746 -2.43765  -0.31
F 2.43218 2.58539 -1.87148  -0.31
S 0.15720 3.12491 -0.65380  2.25
O 0.48335 2.77439 0.70975  -0.96
O -0.24345 1.99455 -1.46626  -0.98
N -0.81634 4.30702 -0.85459  -1.22
S -0.86908 5.55677 0.12500  2.26
O 0.42049 6.08662 0.46064  -0.93
O -1.85983 5.42003 1.14966  -0.92
C -1.58746 6.75518 -1.07827  0.72
F -1.74274 7.94085 -0.46716  -0.32
F -0.77545 6.92425 -2.12766  -0.31
F -2.77976 6.34656 -1.52070  -0.31

The electronic energy is -227584.949 eV. The HOMO energy is -5.030 eV. As for the total charge: -1. The multiplicity is 1. The energy relative to the best compared isomer or geometry (same formula, charge and spin) is 2.6 kcal/mol.